No. 1
# HNO2S2

The molecule HNO2S2 (ωB97M-V/def2-TZVPD, the OMol25 dataset).

Geometry as ORCA input:
```
! wB97M-V def2-TZVPD RIJCOSX def2/J DEFGRID3
* xyz 0 1
S 1.622 -0.994 -0.060
S -0.606 0.977 -1.069
N 1.042 -2.096 0.594
H -1.855 0.661 0.882
O -1.070 1.233 0.541
O 0.866 0.220 -0.889
*
```

Its relative energy (zero: lowest compared OMol25 entry of this formula, charge and spin) is 21.5 kcal per mole. The calculation puts the HOMO energy at -0.3375 Ha. The calculation puts the LUMO energy at -0.47 eV. The calculation puts the total energy at -27268.385 eV. Its gap between HOMO and LUMO is 0.3202 Eh.

---

No. 2
# CH2FN5

A cluster of 2 separate species, CH2FN5 in total (ωB97M-V/def2-TZVPD, the OMol25 dataset).

Geometry as ORCA input:
```
! wB97M-V def2-TZVPD RIJCOSX def2/J DEFGRID3
* xyz 0 1
N -0.079 -1.440 0.447
F -1.256 1.275 -1.069
N 1.307 2.283 0.012
C 1.509 1.166 -0.152
H -1.512 -2.230 1.318
H -1.599 2.212 -1.072
N -1.038 -2.154 0.483
N 1.716 -0.116 -0.185
N 0.951 -0.996 0.218
*
```

Its relative energy (zero: lowest compared OMol25 entry of this formula, charge and spin) is 18.9 kcal per mole. The calculation puts the HOMO energy at -0.3372 Ha. The calculation puts the LUMO energy at 0.14 eV. The calculation puts the total energy at -11231.101 eV. Its gap between HOMO and LUMO is 0.3425 Eh.

---

No. 3
# C5H12O3Ru

A structure of composition C5H12O3Ru (ωB97M-V/def2-TZVPD, the OMol25 dataset).

Geometry as ORCA input:
```
! wB97M-V def2-TZVPD RIJCOSX def2/J DEFGRID3
* xyz 2 7
H -0.910 -2.577 -1.941
C 1.115 0.949 -0.199
H -0.511 2.249 1.368
O -0.126 -0.812 -1.206
H 1.897 -0.979 -0.821
H -2.424 -2.110 -3.346
H -0.306 0.107 3.557
H 2.129 1.306 0.030
C -0.295 -1.734 -2.281
C 0.026 1.460 1.920
H 0.529 1.776 -0.629
Ru -1.099 -0.741 0.595
H -1.399 1.506 3.505
H 0.716 -2.203 -2.517
C 1.176 -0.218 -1.156
H 1.461 0.132 -2.158
O -1.852 -0.031 2.184
O 0.472 0.475 0.975
H -0.575 -1.182 -3.189
C -0.918 0.734 2.877
H 0.895 1.896 2.433
*
```

Its relative energy (zero: lowest compared OMol25 entry of this formula, charge and spin) is 0.7 kcal per mole. The calculation puts the HOMO energy (alpha / beta) at -0.6264 / -0.7242 Ha. The calculation puts the LUMO energy (alpha / beta) at -8.26 / -11.95 eV. The calculation puts the total energy at -14077.616 eV. Its gap between HOMO and LUMO (alpha / beta) is 0.3230 / 0.2850 Eh. As for the expectation value of S²: 12.01.

---

No. 4
# C28H71B4FO18

A structure of composition C28H71B4FO18 (ωB97M-V/def2-TZVPD, the OMol25 dataset).

Geometry as ORCA input:
```
! wB97M-V def2-TZVPD RIJCOSX def2/J DEFGRID3
* xyz 0 1
C -5.361 -3.985 6.587
H -5.676 -1.652 5.529
C 1.691 6.718 4.557
H 1.182 4.805 -1.993
C 1.852 3.777 -4.068
C 2.291 -0.342 -5.368
C -10.930 3.111 8.137
H 1.721 5.701 4.963
H -2.474 -3.476 3.569
C -0.618 6.231 4.690
H 2.311 7.353 5.197
H -10.597 4.088 8.502
H 4.881 -1.888 -12.241
H -11.147 0.452 6.949
H -0.940 -1.409 4.121
H 2.502 0.575 -0.995
H -3.314 -4.540 6.875
F 1.845 -1.692 -1.671
O 5.535 -3.250 -10.881
H 9.478 -3.639 -10.956
O 1.562 5.844 2.290
H 2.889 0.603 -8.064
O -3.407 -2.535 6.551
H -2.744 -1.534 8.233
H 5.124 1.210 -7.320
H -10.343 2.321 8.613
H 4.632 -0.859 -5.092
H 6.997 -2.767 -9.466
O 4.476 -0.720 -7.766
H 5.215 0.795 -4.859
C -3.971 -3.705 7.137
H 1.785 3.641 0.136
H 1.312 0.112 -5.528
H -2.005 -2.355 2.165
H 2.219 7.770 2.736
H 2.936 -0.834 -9.103
H 1.393 -1.372 3.771
C 0.633 6.498 1.438
H 4.868 -4.038 1.688
H 5.937 -4.137 -9.082
O 0.228 -3.476 -1.210
H -1.834 -5.231 2.288
B -0.010 -4.303 -0.034
H -8.789 3.358 7.053
O 2.804 4.028 -3.045
H -1.594 6.692 4.531
H 0.835 -1.820 2.112
C -1.620 -3.111 2.909
H -11.979 2.976 8.404
C -6.586 -2.055 5.982
H 6.208 -0.119 -6.883
H -10.226 -0.638 8.002
C 4.598 0.157 -5.499
C -1.103 -4.378 2.094
H -7.149 -1.232 6.424
H -8.095 1.592 5.428
C -10.227 -0.131 7.036
O 0.369 7.247 4.605
C 8.675 -3.617 -11.695
O -10.825 3.063 6.721
C 5.767 -2.056 -11.621
H 2.309 -0.791 -4.369
H 1.418 4.722 -4.411
H 1.058 3.108 -3.727
C 6.981 -2.196 -12.529
H 5.878 -1.197 -10.951
H -3.991 -3.624 8.229
O -9.073 0.693 6.969
H 2.987 -5.995 3.284
C -0.534 -2.441 3.852
H -3.198 -0.525 6.845
H -7.203 -2.529 5.211
H -0.021 7.174 1.995
O 8.185 -2.287 -11.774
C 3.547 -0.069 -8.620
C 1.992 1.122 -1.793
O -1.199 -4.066 0.682
H -0.082 -4.695 2.449
H 2.444 -1.117 -6.124
H 7.897 -4.318 -11.386
H 2.368 3.306 -4.906
B 2.161 -4.541 0.561
H -9.386 3.655 5.413
H 3.179 2.880 -0.647
B 3.384 -5.306 1.444
H -10.192 -0.887 6.244
H 2.797 5.231 -1.406
C 2.170 3.269 -0.819
H 1.267 0.459 -2.263
O 3.135 -6.350 2.387
H -0.603 5.779 5.687
C 5.160 0.195 -6.912
H 1.171 7.057 0.665
H 9.084 -3.921 -12.665
H -4.468 -1.273 7.832
B 1.437 -2.797 -0.888
C 2.251 6.755 3.143
O 4.727 -4.842 1.145
C 5.972 -3.143 -9.531
O 1.292 2.231 -1.245
C -3.466 -1.413 7.419
O 3.274 0.680 -5.454
C 0.885 -2.204 3.177
H 3.297 6.435 3.170
H 4.081 0.493 -9.393
H -5.712 -4.941 6.986
C 2.192 4.418 -1.819
H 0.018 5.737 0.955
C -9.104 1.579 5.853
H -0.470 5.458 3.932
O 2.311 -3.149 0.186
H -0.392 -2.979 4.842
H 2.719 1.435 -2.548
H 7.061 -1.298 -13.149
C -9.472 2.993 6.279
H 1.570 -3.104 3.267
H -9.789 1.212 5.081
H -5.341 -4.063 5.495
O 0.973 -5.304 0.233
O -6.293 -2.993 7.007
H 6.871 -3.057 -13.197
H 5.300 -2.482 -8.975
*
```

The calculation puts the HOMO energy at -0.3270 Ha. The calculation puts the LUMO energy at -0.24 eV. The calculation puts the total energy at -72467.902 eV. Its gap between HOMO and LUMO is 0.3184 Eh.